Molecular formula: C18H56N12O10
Method: DFT, wB97M-V/def2-TZVPD

Summary:
Multiplicity   1
Energy relative to the best compared isomer or geometry (same formula, charge and spin)   2.319 eV
Lowest unoccupied orbital energy   0.3 eV
SMILES string   NC(N)=O.NC(N)=O.NC(N)=O.NC(N)=O.NC(N)=O.NC(N)=O.CC(C)O.CC(C)O.CC(C)O.CC(C)O

Each line ends with the Löwdin charge.
Geometry (Å):
C (14.12491, 10.52734, 16.65869)  -0.04
C (14.34221, 11.59325, 15.54172)  -0.47
C (15.09569, 12.78616, 16.10092)  -0.06
O (14.92411, 10.89045, 14.44410)  -0.08
H (13.45826, 9.69251, 16.32159)  0.06
H (13.62390, 10.98605, 17.51817)  0.06
H (15.08791, 10.16252, 17.09827)  0.09
H (13.37744, 11.96401, 15.19099)  0.10
H (16.04612, 12.61545, 16.64499)  0.08
H (14.51205, 13.37098, 16.82771)  0.08
H (15.29054, 13.50900, 15.32573)  0.07
H (14.97840, 11.44912, 13.66573)  0.01
C (11.32158, 9.97325, 7.80073)  -0.04
C (12.81948, 9.85158, 8.20205)  -0.48
C (13.29101, 8.35914, 8.12638)  -0.04
O (13.59939, 10.71573, 7.38397)  -0.07
H (10.69853, 9.47952, 8.55698)  0.05
H (11.00658, 9.49687, 6.87105)  0.08
H (11.07217, 11.04367, 7.79138)  0.07
H (12.98297, 10.20644, 9.23358)  0.10
H (14.37893, 8.33663, 8.29772)  0.07
H (13.10900, 7.75436, 7.23722)  0.08
H (12.93232, 7.80888, 8.99821)  0.07
H (13.40362, 10.32378, 6.51699)  0.10
C (10.51276, 7.42254, 12.04054)  -0.06
C (9.25748, 7.57394, 11.19888)  -0.51
C (9.36635, 7.07602, 9.72649)  -0.04
O (8.20379, 7.13049, 12.01159)  -0.04
H (11.35524, 7.89875, 11.57122)  0.06
H (10.73652, 6.35378, 12.23299)  0.09
H (10.29249, 7.85052, 13.00877)  0.06
H (9.08582, 8.66290, 11.11834)  0.09
H (8.59924, 7.38997, 8.99798)  0.08
H (9.41821, 5.98781, 9.71298)  0.07
H (10.35854, 7.41770, 9.30962)  0.06
H (7.37230, 7.20070, 11.50733)  0.10
C (11.47145, 14.71416, 8.63550)  -0.05
C (12.39340, 14.24459, 9.78959)  -0.44
C (11.58447, 14.45185, 11.10353)  -0.06
O (12.61255, 12.86456, 9.58755)  -0.12
H (10.72560, 13.94229, 8.48317)  0.08
H (12.01243, 14.73633, 7.66509)  0.09
H (10.97306, 15.64980, 8.87004)  0.08
H (13.37701, 14.77668, 9.86535)  0.15
H (12.07431, 14.06807, 12.04194)  0.08
H (10.60112, 13.94067, 11.08756)  0.08
H (11.41695, 15.51917, 11.28810)  0.07
H (12.47363, 12.66317, 8.64143)  0.08
C (11.19359, 10.66022, 12.43911)  -0.60
O (10.36452, 10.09189, 13.16103)  -0.02
N (12.31173, 11.29160, 12.96830)  0.20
N (11.12189, 10.67430, 11.05624)  0.18
H (13.04167, 11.56207, 12.31514)  0.07
H (12.44163, 11.15575, 13.96519)  0.08
H (10.23126, 10.44486, 10.57159)  0.10
H (11.61825, 11.39205, 10.55303)  0.05
C (7.04032, 11.38670, 11.89092)  -0.75
O (7.56836, 11.84270, 10.90358)  0.00
N (7.54775, 10.33581, 12.51322)  0.19
N (5.92474, 12.05103, 12.36900)  0.13
H (8.53353, 10.18924, 12.29045)  0.06
H (7.13227, 9.94172, 13.31433)  0.10
H (5.49079, 12.59876, 11.61789)  0.11
H (5.40625, 11.57965, 13.14875)  0.12
C (12.58152, 7.34828, 14.79904)  -0.76
O (11.92734, 8.14206, 15.41310)  0.02
N (13.60431, 7.63773, 14.05980)  0.21
N (12.26472, 6.04428, 14.98004)  0.15
H (13.93705, 8.56349, 14.18482)  0.09
H (14.21714, 6.91007, 13.68885)  0.13
H (13.04051, 5.38817, 14.87472)  0.10
H (11.69752, 5.85403, 15.80370)  0.12
C (9.58838, 10.47583, 17.78785)  -0.75
O (8.38812, 10.49581, 17.94090)  0.00
N (10.38116, 11.28197, 18.50989)  0.15
N (10.09506, 9.58215, 16.93343)  0.17
H (9.80352, 11.97259, 18.99824)  0.12
H (11.23187, 11.54650, 18.02146)  0.09
H (11.05268, 9.32869, 16.66494)  0.06
H (9.46138, 8.97762, 16.45312)  0.10
C (10.19156, 13.98659, 14.47614)  -0.77
O (11.26446, 13.79018, 14.98891)  0.02
N (9.35385, 13.02990, 14.19450)  0.20
N (9.81316, 15.25349, 14.14799)  0.15
H (9.80740, 12.13500, 14.22009)  0.08
H (8.75950, 13.14664, 13.39661)  0.09
H (10.51422, 15.95766, 14.30978)  0.10
H (8.88293, 15.46336, 13.76792)  0.11
C (15.84678, 11.55664, 10.96558)  -0.56
O (15.16970, 11.91752, 11.96810)  -0.05
N (15.20234, 11.61184, 9.72213)  0.18
N (17.14336, 11.22217, 11.22220)  0.16
H (14.28957, 11.96550, 9.87269)  0.04
H (15.55569, 11.10167, 8.93706)  0.09
H (17.82400, 10.93739, 10.52209)  0.10
H (17.44626, 11.34538, 12.20298)  0.13

Molecular formula: C18H57N15O9
Method: DFT, wB97M-V/def2-TZVPD

Summary:
Multiplicity   1
Energy relative to the best compared isomer or geometry (same formula, charge and spin)   4.870 eV
Lowest unoccupied orbital energy   -0.3 eV
SMILES string   COC[C@H](C)N.COC[C@H](C)N.COC[C@H](C)N.NC(N)=O.NC(N)=O.NC(N)=O.NC(N)=O.NC(N)=O.NC(N)=O

Each line ends with the Löwdin charge.
Geometry (Å):
C (5.98547, 2.79795, -1.52414)  -0.77
O (5.65726, 3.28680, -2.58949)  0.04
N (5.42621, 3.06501, -0.41160)  0.18
N (7.02247, 1.99371, -1.32658)  0.16
H (4.75278, 3.81142, -0.50903)  0.10
H (5.59634, 2.54706, 0.43863)  0.13
H (7.76213, 2.08190, -2.00865)  0.12
H (7.22142, 1.68755, -0.38489)  0.10
C (2.48261, 4.35611, -1.89668)  -0.83
O (2.85383, 3.89131, -0.86262)  0.02
N (1.31813, 4.89122, -2.05793)  0.18
N (3.06859, 4.18094, -2.99547)  0.21
H (0.70534, 4.73161, -1.27109)  0.12
H (0.97241, 5.08676, -2.98656)  0.12
H (3.98296, 3.76805, -2.87910)  0.07
H (2.71531, 4.53191, -3.87417)  0.13
C (-5.92082, 0.05148, -2.76350)  -0.69
O (-6.47865, -0.17846, -3.84290)  0.00
N (-4.99760, 1.02742, -2.50269)  0.14
N (-6.01207, -0.68997, -1.66173)  0.15
H (-4.58384, 1.60567, -3.21999)  0.10
H (-4.67915, 1.11798, -1.54849)  0.07
H (-6.56878, -1.53130, -1.71014)  0.11
H (-5.48170, -0.65136, -0.80306)  0.05
C (-3.09140, -0.50671, 1.20594)  -0.76
O (-3.98035, -0.32788, 0.36648)  -0.02
N (-3.35740, -0.93418, 2.40004)  0.19
N (-1.80796, -0.38786, 1.01166)  0.21
H (-2.54073, -1.22381, 2.91893)  0.09
H (-4.29568, -1.04334, 2.75756)  0.13
H (-1.53720, -0.28213, 0.04439)  0.08
H (-1.18039, -0.72248, 1.72880)  0.06
C (0.72270, -2.09114, 2.48065)  -0.77
O (-0.20612, -1.59927, 3.05482)  0.02
N (0.87530, -3.39684, 2.36104)  0.18
N (1.47407, -1.41409, 1.67780)  0.20
H (0.08563, -3.87319, 2.77288)  0.12
H (1.69855, -3.83733, 1.97590)  0.07
H (2.11159, -1.98559, 1.14201)  0.08
H (1.30076, -0.44568, 1.44925)  0.05
C (4.75978, -2.85032, 1.35650)  -0.76
O (3.63258, -3.30585, 1.52094)  0.01
N (5.19121, -2.04669, 0.41777)  0.19
N (5.69437, -3.40019, 2.00507)  0.18
H (6.16640, -1.80886, 0.30576)  0.12
H (4.43026, -1.65819, -0.12086)  0.11
H (5.64997, -4.00158, 2.81529)  0.14
H (6.62612, -3.12331, 1.73073)  0.11
C (-1.53214, -3.20532, -0.65192)  -0.07
C (-1.55740, -4.46611, -1.45929)  -0.40
C (-0.29533, -5.42603, -1.21071)  -0.23
O (0.82753, -4.77159, -1.64597)  -0.20
C (2.06991, -5.32229, -1.13186)  -0.06
N (-2.81054, -5.21753, -1.24859)  0.03
H (-0.86379, -2.51950, -1.17256)  0.07
H (-1.33884, -3.41017, 0.40106)  0.08
H (-2.47308, -2.70509, -0.88100)  0.07
H (-1.47808, -4.20031, -2.51341)  0.13
H (-0.44591, -6.27330, -1.87970)  0.12
H (-0.16607, -5.88147, -0.22889)  0.11
H (2.14222, -6.23820, -1.71837)  0.09
H (1.90028, -5.63363, -0.10112)  0.07
H (2.93187, -4.66386, -1.23954)  0.08
H (-2.73278, -5.70247, -0.36605)  0.06
H (-3.54947, -4.62788, -0.89305)  0.06
C (-3.28916, 3.50869, 0.29819)  -0.06
C (-2.89127, 3.82000, 1.79984)  -0.38
C (-3.74564, 2.95058, 2.78467)  -0.16
O (-3.27506, 3.16512, 4.13283)  -0.24
C (-3.97478, 2.65877, 5.26724)  -0.08
N (-1.43860, 3.51791, 1.84997)  0.04
H (-2.82261, 4.19608, -0.40745)  0.07
H (-4.34608, 3.57133, 0.03920)  0.07
H (-3.05294, 2.45321, 0.16299)  0.05
H (-3.05657, 4.86850, 2.04769)  0.13
H (-3.80892, 1.91514, 2.45004)  0.11
H (-4.72823, 3.41659, 2.85831)  0.12
H (-3.96984, 1.56886, 5.25438)  0.08
H (-4.96902, 3.04714, 5.04646)  0.08
H (-3.59494, 3.13181, 6.17281)  0.09
H (-1.32295, 2.52092, 1.73714)  0.05
H (-1.31257, 3.65446, 2.84273)  0.06
C (1.45537, 1.41834, 0.53130)  -0.09
C (1.77079, 0.75857, -0.72446)  -0.46
C (0.65860, 0.94076, -1.81251)  -0.15
O (-0.50812, 0.15984, -1.62795)  -0.23
C (-1.50049, 0.20154, -2.64887)  -0.08
N (3.08492, 1.04519, -1.16740)  0.07
H (0.55650, 0.92932, 0.90677)  0.05
H (1.13963, 2.44748, 0.36018)  0.08
H (2.13479, 1.28903, 1.37379)  0.10
H (1.69300, -0.31169, -0.53318)  0.12
H (0.97875, 0.61511, -2.80223)  0.12
H (0.54008, 2.01687, -1.93921)  0.11
H (-2.28650, -0.52760, -2.45225)  0.08
H (-1.05190, -0.06554, -3.60570)  0.09
H (-1.88846, 1.21769, -2.71968)  0.08
H (3.82983, 0.91849, -0.49722)  0.06
H (3.14133, 2.05196, -1.22492)  0.02